Computed, not measured: a 4-piece molecular cluster, CH10NO4 overall at a distorted geometry, with the ωB97M-V functional and the def2-TZVPD basis.

Output
total energy	-10880.61550	eV
total charge	-1
relative energy (zero: lowest compared OMol25 entry of this formula, charge and spin)	6.3	kcal/mol
spin multiplicity	1
highest occupied orbital energy	-4.76	eV
Kohn-Sham gap	0.3284	hartree

```
16
CH10NO4 the ωB97M-V functional and the def2-TZVPD basis
N 1.71 1.31 -0.06
C 1.68 0.23 -1.07
O 1.22 -0.99 -0.61
H 0.74 1.49 0.14
H 2.18 0.87 0.72
H 1.03 0.63 -1.86
H 2.71 0.03 -1.40
H -0.91 -0.55 1.86
H 0.24 -1.50 1.60
O -0.26 -1.10 2.33
H -2.12 0.02 0.18
H -3.27 0.96 0.44
O -2.62 0.48 0.95
H 0.22 -1.06 -0.65
H -1.20 -0.03 -1.57
O -1.33 -0.79 -1.00
```

Atomic partial charges in e from the Löwdin method, atoms 1 to 2:
1 N 0.0035
2 C -0.4053